# 1
19
Properties=species:S:1:pos:R:3:forces:R:3 method="wB97M-V/def2-TZVPD" de_lowest_kcal_mol=0.0 largest_force_ha_per_bohr=0.026 spin_multiplicity=2 total_charge=-1 homo_lumo_gap_ev="2.40 / 10.06"
N 0.083 1.015 -1.686 0.31 -0.23 0.21
C -0.425 -0.202 -1.483 0.30 -0.76 -0.31
N 0.142 -1.146 -0.787 -0.90 1.02 0.08
H 0.949 1.255 -1.218 -0.02 0.42 0.00
H -0.467 1.719 -2.150 0.06 -0.07 -0.07
H -1.324 -0.421 -2.056 -0.24 0.23 0.32
H -0.566 -1.882 -0.713 0.43 -0.40 -0.20
H -1.059 -1.401 2.323 -0.06 0.14 -0.02
H -0.552 -0.476 1.239 0.22 0.01 -0.18
O -1.082 -0.472 2.047 -0.18 -0.04 0.16
H 2.432 1.114 0.540 -0.13 0.14 -0.14
H 3.306 2.172 -0.134 -0.14 0.04 -0.07
O 2.381 1.982 0.070 0.23 -0.23 0.17
H 1.536 -0.822 0.264 0.15 -0.35 0.07
H 3.056 -1.121 0.490 -0.23 0.04 0.02
O 2.293 -0.687 0.899 0.15 0.14 -0.07
H -4.292 -0.379 1.051 0.13 0.00 0.00
H -2.807 -0.017 0.910 -0.02 -0.24 0.11
O -3.603 -0.231 0.394 -0.06 0.14 -0.09

# 2
20
Properties=species:S:1:pos:R:3:forces:R:3 method="wB97M-V/def2-TZVPD" de_lowest_kcal_mol=0.0 largest_force_ha_per_bohr=0.072 spin_multiplicity=2 total_charge=+1 homo_lumo_gap_ev="10.52 / 4.76"
N 0.626 -0.687 -0.233 -0.75 0.11 -1.13
C -0.024 -0.304 -1.401 2.29 -2.34 1.75
N 0.195 -1.035 -2.520 1.08 0.50 -0.04
O -0.817 0.629 -1.300 -1.39 1.45 -0.11
H 0.344 -0.416 0.725 0.01 0.51 -0.02
H 1.021 -1.618 -0.216 -0.08 -0.22 -0.21
H 1.065 -1.554 -2.447 -0.17 -0.34 0.15
H 0.275 -0.531 -3.396 -0.83 0.25 -0.14
H 0.697 4.824 0.152 -0.16 0.51 0.39
H 0.678 5.795 1.363 0.08 -0.01 -0.08
O 0.117 5.240 0.812 0.11 -0.61 -0.33
H -0.582 -5.534 -0.527 0.23 -0.44 -0.34
H -0.001 -5.340 -1.918 0.01 0.05 -0.35
O -0.079 -5.993 -1.224 -0.27 0.37 0.68
H 0.545 -0.018 3.400 0.20 -0.56 -0.39
H -0.338 0.578 2.344 -0.34 -0.47 -0.06
O 0.221 -0.210 2.503 -0.05 0.80 0.40
H -0.560 2.386 1.400 -0.63 0.72 -0.38
H -2.088 2.017 0.999 0.28 0.54 0.01
O -1.295 1.770 1.483 0.39 -0.83 0.19

# 3
19
Properties=species:S:1:pos:R:3:forces:R:3 method="wB97M-V/def2-TZVPD" de_lowest_kcal_mol=55.1 largest_force_ha_per_bohr=0.115 total_charge=-1 homo_lumo_gap_ev=8.78
N 1.212 1.132 -0.776 2.22 -1.28 -3.06
C 0.911 0.246 -1.969 -3.38 2.70 -0.05
O 0.091 -0.829 -1.574 0.03 -1.20 -0.58
H 2.076 0.720 -0.426 -0.24 0.39 0.58
H 0.503 0.933 -0.123 -1.06 0.04 0.80
H 0.146 0.876 -2.600 1.98 -0.68 0.37
H 1.832 -0.022 -2.585 -1.22 0.04 1.06
H -2.451 1.132 0.528 1.16 -0.06 0.47
H -1.430 -0.068 0.497 -1.29 1.21 0.65
O -1.548 0.974 0.892 -0.40 -1.20 -0.90
H 0.747 0.764 1.716 2.49 2.51 0.94
H 0.258 2.007 2.238 2.73 0.01 -0.47
O 1.227 1.686 2.022 -5.23 -2.72 -0.06
H -0.915 -0.693 -1.479 1.58 0.00 0.11
H -2.844 -1.376 0.193 -1.28 -0.07 0.49
O -1.960 -1.338 -0.106 1.76 0.45 -0.88
H -0.082 -1.603 0.298 0.09 -0.84 -0.45
H 1.309 -2.456 0.908 -3.45 3.08 -0.25
O 0.552 -1.695 1.026 3.50 -2.40 1.23